Below is a cluster of 8 separate species, C28H77N8O10 in total, with properties calculated with ωB97M-V/def2-TZVPD.

Each line ends with the Mulliken charge.
Positions of all 123 atoms, in Å:
N  -0.550  0.100  1.168  0.493
O  -0.496  0.923  0.220  0.098
O  -0.465  0.524  2.340  -1.015
O  -0.662  -1.112  0.921  -0.374
C  -4.288  1.080  1.802  -1.648
C  -3.595  1.896  0.716  2.425
C  -4.524  2.698  -0.148  -1.057
O  -5.379  1.805  -0.854  -0.271
C  -5.808  2.335  -2.083  -0.797
N  -2.602  2.790  1.355  -0.862
H  -4.471  1.724  2.667  0.414
H  -3.662  0.248  2.114  -0.127
H  -5.239  0.695  1.427  0.528
H  -3.065  1.168  0.086  -0.696
H  -3.899  3.249  -0.866  0.447
H  -5.152  3.387  0.427  0.257
H  -5.015  2.244  -2.834  0.251
H  -6.129  3.376  -1.962  0.329
H  -6.667  1.751  -2.413  0.256
H  -1.997  3.087  0.588  0.245
H  -1.977  2.160  1.861  0.282
C  -2.901  -1.459  6.439  -1.450
C  -3.197  -2.533  5.399  0.287
C  -3.274  -1.983  4.002  0.081
O  -3.730  -3.017  3.147  -0.469
C  -3.840  -2.567  1.814  -0.268
N  -2.148  -3.573  5.535  -0.800
H  -3.585  -0.614  6.394  0.384
H  -1.871  -1.106  6.339  0.288
H  -2.949  -1.941  7.417  0.374
H  -4.130  -3.032  5.672  0.362
H  -2.298  -1.632  3.631  -0.051
H  -3.957  -1.121  3.939  0.226
H  -4.087  -3.433  1.205  0.407
H  -2.880  -2.167  1.459  -0.167
H  -4.596  -1.780  1.776  0.307
H  -2.281  -4.267  4.807  0.326
H  -1.251  -3.128  5.354  0.263
C  -2.547  -0.582  -2.390  -1.310
C  -1.324  -1.328  -2.906  0.348
C  -1.001  -0.872  -4.323  0.110
O  -2.042  -1.116  -5.264  -0.438
C  -2.120  -2.455  -5.660  -0.678
N  -0.130  -0.972  -2.099  0.526
H  -2.834  -0.911  -1.392  0.059
H  -3.413  -0.766  -3.034  0.545
H  -2.338  0.489  -2.406  0.111
H  -1.414  -2.412  -2.822  0.460
H  -0.040  -1.284  -4.663  0.507
H  -0.833  0.207  -4.335  -0.668
H  -1.184  -2.805  -6.124  0.292
H  -2.903  -2.568  -6.410  0.292
H  -2.343  -3.138  -4.830  0.235
H  -0.270  -0.069  -1.633  -0.667
H  -0.044  -1.601  -1.308  -0.178
C  3.091  4.188  2.240  -1.664
C  2.201  2.972  2.466  2.833
C  2.590  2.108  3.636  -1.415
O  3.984  1.779  3.563  -0.383
C  4.334  0.850  4.561  -0.949
N  0.778  3.323  2.560  -0.874
H  2.802  4.680  1.308  0.387
H  4.129  3.876  2.182  0.276
H  2.935  4.946  3.013  0.392
H  2.286  2.358  1.551  -1.172
H  2.056  1.149  3.571  0.482
H  2.371  2.585  4.598  0.533
H  5.414  0.908  4.690  0.278
H  4.008  -0.155  4.268  0.306
H  3.871  1.086  5.526  0.343
H  0.462  3.735  1.685  0.432
H  0.285  2.428  2.588  0.284
C  6.132  -0.663  0.871  -1.460
C  5.441  0.640  0.470  0.185
C  3.936  0.538  0.294  0.546
O  3.635  -0.719  -0.323  -0.527
C  2.290  -1.067  -0.108  1.436
N  5.809  1.860  1.212  -0.650
H  7.125  -0.458  1.273  0.417
H  6.197  -1.348  0.028  0.318
H  5.560  -1.222  1.623  0.278
H  5.770  0.826  -0.568  0.257
H  3.576  1.317  -0.383  -0.437
H  3.411  0.547  1.258  0.280
H  1.623  -0.343  -0.595  -0.383
H  2.018  -1.094  0.955  0.283
H  2.125  -2.058  -0.525  -0.990
H  6.722  1.726  1.636  0.315
H  5.168  1.904  2.014  0.316
C  2.303  2.869  -1.325  -1.266
C  1.138  3.644  -1.936  0.301
C  0.738  3.086  -3.283  -0.354
O  -0.214  3.978  -3.863  -0.340
C  -0.818  3.449  -5.015  -0.577
N  -0.030  3.633  -0.988  -0.532
H  2.439  3.168  -0.287  0.237
H  3.212  3.139  -1.870  0.407
H  2.134  1.795  -1.415  0.165
H  1.401  4.701  -2.026  0.387
H  0.359  2.059  -3.234  -0.158
H  1.608  3.088  -3.967  0.433
H  -0.093  3.384  -5.839  0.296
H  -1.645  4.100  -5.288  0.289
H  -1.204  2.436  -4.848  0.130
H  -0.121  2.667  -0.656  0.082
H  -0.844  3.731  -1.600  0.296
C  3.013  -4.965  -3.233  -1.539
C  1.558  -4.522  -3.112  0.277
C  1.150  -4.551  -1.650  -0.185
O  -0.203  -4.202  -1.512  -0.250
C  -0.596  -4.081  -0.168  -0.661
N  1.424  -3.170  -3.679  -0.528
H  3.127  -5.997  -2.891  0.395
H  3.599  -4.359  -2.533  0.286
H  3.385  -4.849  -4.245  0.404
H  0.887  -5.184  -3.668  0.391
H  1.782  -3.814  -1.120  -0.162
H  1.362  -5.521  -1.166  0.504
H  0.027  -3.355  0.363  0.252
H  -0.540  -5.050  0.354  0.427
H  -1.632  -3.757  -0.115  0.054
H  0.509  -2.808  -3.407  0.139
H  2.043  -2.534  -3.176  0.302

Properties
Kohn-Sham gap: 8.9 eV
energy relative to the best compared isomer or geometry (same formula, charge and spin): 27.6 kJ/mol
total charge: -1
E: -62676.949 eV